# 1
The following is a DFT calculation (the ωB97M-V functional and the def2-TZVPD basis) of a single C6H5NO molecule in a non-equilibrium geometry.

```
! wB97M-V def2-TZVPD RIJCOSX def2/J DEFGRID3
* xyz 0 1
C 2.487 -0.608 -0.724
C 1.494 -0.567 0.076
C 0.136 -0.195 0.715
C -0.063 1.181 1.207
C -0.531 2.234 1.541
N -0.954 -0.700 0.005
C -1.097 -0.702 -1.416
O -2.140 -0.991 -1.961
H 3.448 -0.751 -1.096
H 0.200 -0.745 1.611
H -1.079 3.229 1.570
H -1.691 -0.976 0.554
H -0.210 -0.409 -2.082
*
```

## Properties
SMILES = C#CC(C#C)NC=O
E_LUMO = 0.8 eV
HOMO level = -9.90 eV
Energy above the lowest of the compared OMol25 structures with the same formula, charge and spin = 367.73 kJ/mol
Kohn-Sham gap = 10.69 eV

---

# 2
The following is a DFT calculation (the ωB97M-V functional and the def2-TZVPD basis) of 3 unconnected molecules or ions with the total composition C20H29BF16NO6 in a non-equilibrium geometry.

```
! wB97M-V def2-TZVPD RIJCOSX def2/J DEFGRID3
* xyz -1 1
C -3.404 1.901 -0.849
C -2.812 0.396 -1.079
N -1.649 0.265 -0.158
C -1.987 -0.425 1.127
C -1.973 0.683 2.292
C -1.051 0.312 3.550
O -0.775 -1.062 3.857
B 0.681 -1.236 3.515
O 1.210 0.063 2.998
C 0.389 1.005 3.720
C 0.561 2.568 3.447
C 0.902 2.954 1.932
O 0.066 4.099 1.526
C -0.462 -0.292 -0.812
C -0.452 -1.351 -1.999
O 0.663 0.090 -0.390
H -3.792 2.267 -1.863
H -2.545 2.566 -0.486
H -4.301 1.914 -0.147
H -3.687 -0.304 -0.832
H -2.546 0.346 -2.184
H -3.045 -0.881 1.139
H -1.283 -1.310 1.339
H -3.013 0.944 2.689
H -1.548 1.646 1.839
H -1.659 0.766 4.429
H 0.721 -2.125 2.713
H 1.357 -1.657 4.408
H 0.695 0.836 4.823
H -0.364 3.113 3.847
H 1.436 2.936 4.092
H 1.981 3.312 1.778
H 0.642 2.112 1.206
H -0.819 4.006 1.943
H -0.803 -2.397 -1.697
H -1.119 -1.036 -2.885
H 0.603 -1.438 -2.444
C -1.863 6.060 -5.738
C -1.485 5.275 -7.015
C -2.515 4.262 -7.522
F -2.805 3.305 -6.626
F -2.043 3.627 -8.626
F -0.279 4.691 -6.827
F -1.302 6.200 -8.005
O -1.356 5.580 -4.484
C -2.066 4.541 -3.840
C -1.274 3.228 -3.772
F -0.880 2.808 -4.994
F -2.035 2.239 -3.247
F -3.276 4.402 -4.416
F -2.302 4.976 -2.584
H -1.395 7.042 -5.846
H -2.935 6.269 -5.685
H -3.446 4.764 -7.803
H -0.381 3.346 -3.155
C 4.640 -7.062 2.516
C 4.652 -6.857 4.048
C 3.312 -7.025 4.769
F 2.367 -6.178 4.336
F 3.462 -6.789 6.098
F 5.206 -5.654 4.322
F 5.512 -7.790 4.562
O 4.549 -5.896 1.686
C 3.263 -5.357 1.443
C 3.065 -3.968 2.068
F 3.302 -3.974 3.396
F 1.794 -3.549 1.900
F 2.328 -6.249 1.820
F 3.154 -5.254 0.098
H 5.619 -7.481 2.267
H 3.925 -7.830 2.209
H 2.936 -8.047 4.656
H 3.736 -3.239 1.611
*
```

## Properties
E_LUMO = 1.9 eV
HOMO level = -3.37 eV
Kohn-Sham gap = 5.29 eV

---

# 3
The following is a DFT calculation (the ωB97M-V functional and the def2-TZVPD basis) of a molecular structure, C3H8BaFO3S in a non-equilibrium geometry.

```
! wB97M-V def2-TZVPD RIJCOSX def2/J DEFGRID3
* xyz 1 1
Ba -2.867 -2.915 0.051
F -3.344 -1.279 1.992
O -0.806 -1.453 0.740
S -0.280 -0.189 1.261
O 0.110 -0.072 2.604
O 0.981 0.154 0.389
C 1.091 -0.303 -0.980
C 2.196 0.504 -1.602
C -1.412 1.100 0.850
H 0.133 -0.168 -1.493
H 1.316 -1.368 -0.965
H 2.086 1.579 -1.499
H 2.453 0.170 -2.604
H 3.087 0.272 -1.006
H -1.587 1.020 -0.223
H -0.857 2.018 1.026
H -2.299 0.933 1.459
*
```

## Properties
E_LUMO = -4.8 eV
HOMO level = -13.78 eV
Energy above the lowest of the compared OMol25 structures with the same formula, charge and spin = 0.00 kJ/mol
Kohn-Sham gap = 8.98 eV

---

# 4
The following is a DFT calculation (the ωB97M-V functional and the def2-TZVPD basis) of 2 unconnected molecules or ions with the total composition C15H11Br2NO2 in a non-equilibrium geometry.

```
! wB97M-V def2-TZVPD RIJCOSX def2/J DEFGRID3
* xyz 0 1
N 1.285 3.612 0.161
O 0.363 4.414 0.411
O 2.456 3.818 0.516
Br 2.090 -0.488 6.553
C 1.830 -0.250 4.706
C 2.757 0.494 3.941
C 2.505 0.760 2.596
C 1.332 0.283 1.947
C 1.094 0.569 0.545
C 0.169 -0.115 -0.249
C -0.032 0.091 -1.612
C -1.071 -0.499 -2.421
C -1.098 -0.263 -3.830
C -2.111 -0.775 -4.639
C -3.141 -1.556 -4.073
Br -4.510 -2.251 -5.165
C -3.132 -1.813 -2.689
C -2.120 -1.294 -1.872
C 0.458 -0.551 2.708
C 0.704 -0.801 4.065
H 3.650 0.875 4.427
H 3.253 1.298 2.001
H 1.761 1.292 0.063
H -0.369 -0.947 0.230
H 0.720 0.702 -2.136
H -0.300 0.342 -4.273
H -2.109 -0.580 -5.709
H -3.925 -2.423 -2.262
H -2.141 -1.493 -0.796
H -0.380 -1.046 2.217
H 0.009 -1.407 4.640
*
```

## Properties
E_LUMO = -3.0 eV
HOMO level = -6.76 eV
Kohn-Sham gap = 3.74 eV

---

# 5
The following is a DFT calculation (the ωB97M-V functional and the def2-TZVPD basis) of 2 unconnected molecules or ions with the total composition C20H21BO2 in a non-equilibrium geometry.

```
! wB97M-V def2-TZVPD RIJCOSX def2/J DEFGRID3
* xyz 0 1
C -2.618 -5.820 1.073
O -3.544 -4.934 0.402
C -3.124 -3.661 0.193
C -4.004 -2.797 -0.501
C -3.607 -1.519 -0.794
C -2.310 -1.072 -0.477
C -1.864 0.272 -1.004
C -0.640 0.907 -0.395
C 0.341 1.340 -1.278
C 1.504 1.900 -0.800
C 1.627 2.129 0.572
O 2.718 2.779 1.124
C 3.951 2.510 0.523
C 4.844 3.579 0.398
C 6.103 3.347 -0.150
C 6.488 2.048 -0.512
C 5.586 0.982 -0.379
C 4.297 1.211 0.112
C 0.604 1.802 1.462
C -0.527 1.171 0.982
C -1.476 -1.900 0.281
C -1.870 -3.171 0.625
H -3.161 -6.759 1.124
H -1.684 -5.942 0.498
H -2.387 -5.452 2.086
H -4.985 -3.175 -0.792
H -4.296 -0.814 -1.272
H -1.826 0.298 -2.110
H -2.616 0.933 -0.687
H 0.210 1.189 -2.354
H 2.314 2.178 -1.472
H 4.504 4.559 0.732
H 6.783 4.196 -0.268
H 7.490 1.875 -0.905
H 5.885 -0.034 -0.654
H 3.576 0.390 0.187
H 0.708 2.028 2.522
H -1.328 0.839 1.650
H -0.507 -1.520 0.610
H -1.201 -3.792 1.214
B -5.287 2.093 -0.353
H -4.527 3.031 -0.445
H -5.194 1.397 -1.364
H -4.950 1.379 0.594
*
```

## Properties
SMILES = COc1ccc(Cc2ccc(Oc3ccccc3)cc2)cc1.B
E_LUMO = -1.0 eV
HOMO level = -8.00 eV
Kohn-Sham gap = 7.02 eV

---

# 6
The following is a DFT calculation (the ωB97M-V functional and the def2-TZVPD basis) of a gas-phase ion, C4H8NS (charge +1) in a non-equilibrium geometry.

```
! wB97M-V def2-TZVPD RIJCOSX def2/J DEFGRID3
* xyz 1 3
C -0.393 -1.251 -0.192
C -1.713 -1.048 -0.017
C -0.411 1.287 -0.412
C 1.418 0.244 0.676
N 0.420 0.046 -0.349
S -2.419 0.531 0.050
H 0.163 -2.280 -0.265
H -2.342 -1.881 0.187
H -0.208 1.915 0.462
H -0.356 1.759 -1.459
H 1.051 0.382 1.623
H 1.955 -0.618 0.754
H 2.066 0.900 0.261
H 0.769 0.014 -1.321
*
```

## Properties
Expectation value of S² = 2.032
E_LUMO (alpha / beta) = -3.5 / -7.0 eV
HOMO level (alpha / beta) = -10.55 / -15.07 eV
Energy above the lowest of the compared OMol25 structures with the same formula, charge and spin = 151.45 kJ/mol
Kohn-Sham gap (alpha / beta) = 7.01 / 8.04 eV

---

# 7
The following is a DFT calculation (the ωB97M-V functional and the def2-TZVPD basis) of a molecular structure, C23H21ClN2O5S in a non-equilibrium geometry.

```
! wB97M-V def2-TZVPD RIJCOSX def2/J DEFGRID3
* xyz 0 1
O -4.675 -2.444 -0.363
C -3.782 -1.842 -0.897
O -2.487 -2.032 -0.636
C -2.178 -3.064 0.299
H -2.425 -2.735 1.315
H -2.772 -3.954 0.070
C -0.699 -3.436 0.181
O -0.372 -4.561 -0.139
N 0.198 -2.477 0.483
C -0.068 -1.097 0.820
H -1.132 -0.911 0.934
C 0.491 -0.181 -0.274
N 1.896 -0.459 -0.471
C 2.802 0.530 -0.269
O 2.466 1.673 -0.021
C 4.239 0.155 -0.344
C 4.975 -0.814 0.290
C 6.324 -0.570 -0.050
C 6.309 0.527 -0.858
O 5.061 0.972 -1.030
H 7.095 1.058 -1.358
H 7.179 -1.131 0.266
H 4.610 -1.587 0.935
C 2.149 -1.834 -0.822
H 3.213 -2.001 -0.978
C 1.610 -2.744 0.288
H 1.719 -3.795 0.018
H 2.141 -2.546 1.225
H 1.614 -2.061 -1.752
H 0.398 0.864 0.022
H -0.055 -0.350 -1.207
H 0.435 -0.871 1.769
C -3.993 -0.798 -1.967
H -4.993 -0.370 -1.893
H -3.896 -1.286 -2.940
S -2.715 0.501 -2.046
C -2.781 1.292 -0.460
C -3.726 0.896 0.459
C -3.768 1.440 1.745
C -2.854 2.380 2.122
C -1.881 2.837 1.209
C -0.947 3.811 1.616
C 0.004 4.281 0.758
C 0.042 3.804 -0.554
C -0.856 2.857 -0.977
C -1.843 2.312 -0.119
Cl -0.726 2.357 -2.624
H 0.787 4.171 -1.241
H 0.725 5.017 1.076
H -1.004 4.176 2.631
H -2.864 2.795 3.118
H -4.527 1.096 2.431
H -4.462 0.150 0.213
*
```

## Properties
E_LUMO = 0.2 eV
HOMO level = -7.89 eV
Energy above the lowest of the compared OMol25 structures with the same formula, charge and spin = 9.76 kJ/mol
Kohn-Sham gap = 8.12 eV

---

# 8
The following is a DFT calculation (the ωB97M-V functional and the def2-TZVPD basis) of 2 unconnected molecules or ions with the total composition C5H8N2O5 in a non-equilibrium geometry.

```
! wB97M-V def2-TZVPD RIJCOSX def2/J DEFGRID3
* xyz 0 3
C 0.737 -0.244 -0.650
C -2.725 0.502 -1.331
C 1.446 -1.571 -0.231
C -1.284 0.838 -1.282
C 1.119 -0.120 1.806
N 0.014 -0.347 2.150
N 2.211 0.823 1.953
O 1.340 0.802 -0.780
O -1.056 -0.760 2.341
O 1.750 1.897 2.212
O 3.325 0.480 1.841
O -0.497 -0.387 -0.989
H -3.111 0.033 -2.184
H -2.878 -0.081 -0.396
H -3.388 1.311 -1.117
H 0.812 -2.433 0.130
H 2.415 -1.453 0.363
H 1.758 -2.081 -1.257
H -1.125 1.541 -0.352
H -0.864 1.248 -2.226
*
```

## Properties
Expectation value of S² = 2.054
E_LUMO (alpha / beta) = -0.2 / -4.2 eV
HOMO level (alpha / beta) = -7.26 / -10.50 eV
Energy above the lowest of the compared OMol25 structures with the same formula, charge and spin = 399.20 kJ/mol
Kohn-Sham gap (alpha / beta) = 7.06 / 6.35 eV

---

# 9
The following is a DFT calculation (the ωB97M-V functional and the def2-TZVPD basis) of a gas-phase ion, C4H8NO5S (charge -1) in a non-equilibrium geometry.

```
! wB97M-V def2-TZVPD RIJCOSX def2/J DEFGRID3
* xyz -1 1
C 1.369 1.499 -0.240
C -0.013 -2.101 -0.329
C 0.773 -0.977 0.289
C 0.388 0.347 -0.521
N 0.818 2.504 0.344
O -1.007 0.664 -0.335
O -2.587 1.166 1.882
O -2.774 -1.083 1.047
O 2.631 1.382 -0.414
O 0.549 0.139 -1.904
S -2.650 0.371 0.644
H 0.326 -2.365 -1.275
H -0.910 -1.736 -0.522
H -0.100 -2.955 0.397
H 1.890 -1.208 0.450
H 0.415 -0.876 1.309
H 1.370 3.052 1.004
H -0.280 -0.381 -2.168
H -0.206 2.559 0.339
*
```

## Properties
E_LUMO = 3.7 eV
HOMO level = -5.35 eV
Energy above the lowest of the compared OMol25 structures with the same formula, charge and spin = 78.04 kJ/mol
Kohn-Sham gap = 9.03 eV

---

# 10
The following is a DFT calculation (the ωB97M-V functional and the def2-TZVPD basis) of 2 unconnected molecules or ions with the total composition C4H8O2.

```
! wB97M-V def2-TZVPD RIJCOSX def2/J DEFGRID3
* xyz 0 1
C 1.664 0.414 -0.587
C 0.499 -0.189 -0.806
C -0.843 0.491 -0.803
C -1.857 -0.195 0.107
O -2.678 -0.984 -0.303
H 2.604 -0.131 -0.634
H 1.715 1.473 -0.330
H 0.471 -1.257 -1.023
H -1.230 0.443 -1.827
H -0.738 1.540 -0.504
H -1.778 0.064 1.178
O 0.455 -0.325 2.028
H 1.101 -0.075 1.359
H 0.614 -1.268 2.145
*
```

## Properties
SMILES = C=CCC=O.O
E_LUMO = 0.8 eV
HOMO level = -9.62 eV
Energy above the lowest of the compared OMol25 structures with the same formula, charge and spin = 176.18 kJ/mol
Kohn-Sham gap = 10.47 eV

---

# 11
The following is a DFT calculation (the ωB97M-V functional and the def2-TZVPD basis) of a molecular structure, C3H5ErO4 in a non-equilibrium geometry.

```
! wB97M-V def2-TZVPD RIJCOSX def2/J DEFGRID3
* xyz 2 4
O -1.960 -0.158 0.326
C -1.003 0.721 0.454
C -1.398 -1.492 0.355
O -0.987 1.774 -0.178
O 0.101 0.153 0.868
C 0.117 -1.231 0.433
Er 0.866 3.151 -1.417
H -1.703 -1.969 -0.582
H -1.798 -2.040 1.212
H 0.540 -1.642 -0.490
H 1.062 -1.594 1.044
O 2.814 2.506 -0.812
H 3.349 1.821 -1.212
*
```

## Properties
Expectation value of S² = 3.753
E_LUMO (alpha / beta) = -11.3 / -11.1 eV
HOMO level (alpha / beta) = -17.88 / -17.88 eV
Energy above the lowest of the compared OMol25 structures with the same formula, charge and spin = 177.32 kJ/mol
Kohn-Sham gap (alpha / beta) = 6.61 / 6.76 eV

---

# 12
The following is a DFT calculation (the ωB97M-V functional and the def2-TZVPD basis) of a single C5H9NS2 molecule in a non-equilibrium geometry.

```
! wB97M-V def2-TZVPD RIJCOSX def2/J DEFGRID3
* xyz 0 1
S -3.704 -0.192 0.266
C -2.315 -0.373 -0.567
C -1.175 0.577 -0.794
N 0.094 0.037 -0.380
C 0.320 -0.276 1.044
C 0.973 0.876 0.421
C 2.460 0.917 0.063
S 3.287 -0.684 -0.111
H -2.200 -1.334 -1.129
H -1.319 1.532 -0.226
H -1.025 0.868 -1.834
H 0.961 -1.173 1.204
H -0.596 -0.095 1.588
H 0.532 1.853 0.661
H 3.071 1.372 0.874
H 2.564 1.478 -0.856
H 2.464 -1.071 -1.105
*
```

## Properties
SMILES = S=CCN1C[C@H]1CS
E_LUMO = -0.5 eV
HOMO level = -8.92 eV
Energy above the lowest of the compared OMol25 structures with the same formula, charge and spin = 234.39 kJ/mol
Kohn-Sham gap = 8.44 eV